Computed, not measured: a molecular structure, C36H37AuCl3OSSb3, with ωB97M-V/def2-TZVPD.

Charge: +2
Energy above the lowest of the compared OMol25 structures with the same formula, charge and spin: 0.00 kJ/mol
Highest occupied orbital energy (spin up / spin down): -12.644 / -12.584 eV
Energy: -111669.767 eV
Kohn-Sham gap (spin up / spin down): 7.86 / 4.51 eV
Spin multiplicity: 3
LUMO (spin up / spin down): -4.78 / -8.08 eV
<S²>: 2.043

Element x y z (Å)
Au  16.7615  12.1929  8.6239
Cl  22.0345  7.0798  9.3031
C  20.5906  7.9643  9.2145
C  20.6305  9.2830  8.7656
C  19.4597  10.0131  8.7089
Cl  19.5715  11.6170  8.0739
C  18.2016  9.4876  9.1426
O  17.0794  10.1483  9.2369
C  18.2164  8.0949  9.5020
Cl  16.7236  7.3277  9.8886
C  19.3780  7.3623  9.5681
H  21.5879  9.7407  8.4878
H  19.3796  6.3305  9.9010
C  12.7149  16.4583  9.7314
Sb  13.7801  14.5912  9.3227
C  12.5389  14.0330  7.6153
C  13.0566  13.2419  10.9793
C  11.6366  12.9035  10.7021
C  10.6449  13.8134  11.1595
C  9.2943  13.5751  10.9462
C  8.8764  12.4121  10.2999
C  9.8200  11.5205  9.7942
C  11.2069  11.7825  9.9067
C  12.0345  10.7669  9.1519
Sb  14.2756  10.3284  9.2754
C  14.2004  9.2238  11.1553
C  14.0683  8.7207  7.8221
H  11.6487  16.2580  9.8208
H  12.9109  17.1598  8.9118
H  13.0968  16.8851  10.6648
H  11.5029  13.9124  7.9358
H  12.9231  13.1070  7.1743
H  12.6187  14.8327  6.8710
H  13.1775  13.8550  11.8712
H  13.7496  12.4013  10.9996
H  10.9745  14.6989  11.7119
H  8.5622  14.3157  11.2661
H  7.8167  12.2520  10.1479
H  9.5077  10.6052  9.2987
H  11.9987  10.9851  8.0771
H  11.6099  9.7825  9.3371
H  13.4906  8.4078  11.0804
H  13.8629  9.9483  11.8945
H  15.1956  8.8712  11.4270
H  13.3430  7.9940  8.1820
H  15.0369  8.2456  7.6807
H  13.7503  9.1471  6.8644
S  16.8660  14.4757  8.4047
Sb  18.9419  14.5470  9.5778
C  20.3902  14.7462  8.0361
C  21.6879  15.1619  8.3229
C  22.6085  15.3453  7.2894
C  22.2399  15.1376  5.9581
C  20.9361  14.7336  5.6762
C  20.0132  14.5472  6.7056
C  19.1550  12.9313  10.9488
C  18.0690  12.3312  11.5805
C  18.2555  11.2306  12.4038
C  19.5241  10.7188  12.6386
C  20.6188  11.3525  12.0330
C  20.4378  12.4545  11.1957
C  18.9754  16.1862  10.9169
C  19.8302  17.2612  10.7381
C  19.9856  18.2004  11.7488
C  19.2378  18.0978  12.9193
C  18.3614  17.0185  13.0816
C  18.2253  16.0689  12.0763
H  21.9945  15.3665  9.3508
H  23.6229  15.6424  7.5471
H  22.9683  15.2625  5.1597
H  20.6104  14.5344  4.6518
H  18.9855  14.2418  6.4833
H  17.0739  12.7605  11.4663
H  17.3703  10.7592  12.8500
H  19.6795  9.8383  13.2617
H  21.6326  10.9876  12.2060
H  21.3007  12.8850  10.6796
H  20.3645  17.3977  9.8015
H  20.6807  19.0366  11.6093
H  19.3356  18.8592  13.7055
H  17.7919  16.9240  14.0070
H  17.5170  15.2367  12.1482

Löwdin atomic charge list, values in e, 4 entries:
1. Au 0.3358
2. Cl 0.8298
3. C -0.6387
4. C -0.1027

Computed, not measured: a molecular structure, C6H8O6Sm, with ωB97M-V/def2-TZVPD.

Charge: -1
Energy above the lowest of the compared OMol25 structures with the same formula, charge and spin: 0.00 kJ/mol
Highest occupied orbital energy (spin up / spin down): -1.739 / -4.340 eV
Energy: -36540.372 eV
Kohn-Sham gap (spin up / spin down): 4.69 / 7.38 eV
Spin multiplicity: 8
LUMO (spin up / spin down): 2.95 / 3.04 eV
<S²>: 15.757

Element x y z (Å)
O  2.9492  0.6820  0.4509
O  1.6282  1.0549  2.1316
C  1.9265  0.2603  1.2057
C  3.8370  -0.3016  -0.0881
C  4.5154  0.2583  -1.3182
H  4.5824  -0.5533  0.6813
H  3.2693  -1.2131  -0.3236
H  5.0626  1.1809  -1.0799
H  5.2361  -0.4759  -1.7040
H  3.7858  0.4741  -2.1103
C  -2.9584  -0.6001  0.4742
C  -4.3419  0.0664  0.6364
O  -4.5705  0.7473  -0.5992
C  -3.6972  0.3349  -1.5242
O  -2.8237  -0.5152  -1.0232
O  -3.7079  0.7337  -2.6626
O  -1.9222  0.0233  1.0643
H  -3.0221  -1.6904  0.6373
H  -4.3271  0.8057  1.4469
H  -5.1492  -0.6594  0.7981
Sm  -0.2723  -0.6126  2.9067

Löwdin atomic charge list, values in e, 4 entries:
1. O -0.1317
2. O -0.2762
3. C -0.4709
4. C -0.2927

Computed, not measured: a molecular structure, C26H36AuN8S, with ωB97M-V/def2-TZVPD.

Charge: +1
Highest occupied orbital energy: -9.470 eV
Energy: -53986.782 eV
Kohn-Sham gap: 6.74 eV
Spin multiplicity: 1
LUMO: -2.73 eV

Element x y z (Å)
Au  0.6022  0.0674  -0.9696
C  2.0381  2.0503  -3.1264
N  2.9553  0.9456  -3.2414
C  3.5196  0.7409  -4.5760
C  3.3528  0.2842  -2.1771
N  2.6114  0.2413  -0.9858
C  3.1788  0.4979  0.2125
C  4.3565  1.1692  0.4922
C  5.0138  1.0497  1.7291
C  4.3853  0.3758  2.7776
C  3.0486  -0.0766  2.6057
C  2.3914  0.1041  1.3984
N  1.1403  -0.4898  1.2157
C  0.1377  -0.5124  2.1219
N  -0.0840  0.3686  3.1024
C  0.3626  1.7885  2.9677
C  -0.5120  -0.0716  4.4519
N  -0.7887  -1.4823  1.9273
C  -0.5020  -2.7379  1.2227
C  -2.1514  -1.3944  2.2765
N  4.5169  -0.4582  -2.2744
C  4.8386  -1.5881  -1.3329
C  5.7617  0.0683  -2.8006
H  2.3916  2.8357  -3.7375
H  1.9375  2.3623  -2.0464
H  1.0008  1.7258  -3.4939
H  2.6690  0.8020  -5.3097
H  3.8657  -0.2887  -4.7039
H  4.2089  1.5708  -4.8251
H  4.8124  1.7785  -0.2604
H  5.9533  1.5076  1.9285
H  4.8238  0.3014  3.7759
H  2.5378  -0.6035  3.3504
H  0.5842  1.9135  1.8960
H  1.2295  2.0307  3.5729
H  -0.5446  2.4060  3.1970
H  0.0545  -0.9675  4.8209
H  -1.5424  -0.3362  4.5179
H  -0.3449  0.7981  5.1340
H  -1.2670  -2.9870  0.4376
H  -0.5064  -3.4813  1.9981
H  0.5053  -2.7199  0.8064
H  -2.5028  -0.3658  2.4142
H  -2.3489  -1.9268  3.2327
H  -2.7485  -1.9050  1.5213
H  3.8824  -2.0518  -1.1000
H  5.3033  -1.3208  -0.4145
H  5.4458  -2.3010  -1.8906
H  5.5977  0.9702  -3.4069
H  6.2206  -0.6803  -3.4845
H  6.4580  0.3070  -2.0035
S  -5.7912  -0.4259  -2.1667
C  -4.0902  -0.3449  -1.6853
C  -3.1591  -1.1020  -2.4719
C  -1.8158  -0.9896  -2.1691
N  -1.3434  -0.0793  -1.2123
C  -2.2767  0.5809  -0.4556
C  -3.6367  0.4876  -0.6926
C  -6.7888  -0.1873  -0.7040
C  -6.3211  -0.4960  0.5617
C  -7.0668  0.0566  1.5954
N  -8.2253  0.7007  1.3588
C  -8.6147  0.9755  0.1335
C  -7.8992  0.5456  -0.9783
H  -3.5016  -1.7364  -3.2784
H  -0.9876  -1.5337  -2.6359
H  -1.8571  1.1947  0.3282
H  -4.2899  1.1107  -0.0461
H  -5.4956  -1.1342  0.8163
H  -6.8033  0.0161  2.6383
H  -9.5957  1.4359  0.0707
H  -8.2907  0.6105  -1.9512

Löwdin atomic charge list, values in e, 4 entries:
1. Au 0.9393
2. C -0.0746
3. N -0.1413
4. C -0.0352

Computed, not measured: a molecular structure, C19H18N3O4V, with ωB97M-V/def2-TZVPD.

Charge: +1
Highest occupied orbital energy (spin up / spin down): -9.787 / -10.677 eV
Energy: -58336.477 eV
Kohn-Sham gap (spin up / spin down): 6.53 / 6.82 eV
Spin multiplicity: 4
LUMO (spin up / spin down): -3.25 / -3.86 eV
<S²>: 3.815

Element x y z (Å)
V  0.8523  -0.8246  1.0390
C  0.0132  -4.0716  -0.3826
O  -0.5216  -2.7829  -0.0244
C  -1.3535  -2.1621  -0.9754
C  -2.3763  -2.8356  -1.6203
C  -3.1886  -2.1372  -2.5066
C  -2.9756  -0.7840  -2.7362
C  -1.9549  -0.1046  -2.0949
C  -1.1284  -0.7874  -1.2030
N  -0.0750  -0.2131  -0.5207
N  0.3828  0.9316  -0.9951
C  1.5500  1.3073  -0.4577
C  2.4397  0.4672  0.3135
O  2.4230  -0.8895  0.2003
C  3.5505  1.0318  0.9954
C  3.8459  2.3500  0.8706
C  3.0785  3.1971  0.0103
C  3.4458  4.5393  -0.1882
C  2.7244  5.3424  -1.0360
C  1.6067  4.8281  -1.7057
C  1.2170  3.5264  -1.5118
C  1.9514  2.6853  -0.6593
H  0.2912  -4.0709  -1.4358
H  -0.7176  -4.8616  -0.1852
H  0.8973  -4.2244  0.2358
H  -2.5218  -3.8912  -1.4590
H  -3.9766  -2.6567  -3.0256
H  -3.6061  -0.2537  -3.4314
H  -1.7669  0.9420  -2.2859
H  4.1738  0.3603  1.5742
H  4.6917  2.7710  1.3874
H  4.3089  4.9261  0.3314
H  3.0173  6.3694  -1.1885
H  1.0446  5.4623  -2.3748
H  0.3521  3.1314  -2.0187
N  -2.8566  -1.9879  2.0639
C  -2.4481  -1.7152  3.4653
C  -0.9981  -1.1588  3.5362
O  -0.5394  -0.8140  4.5893
O  -0.3994  -1.1333  2.3967
H  -3.7367  -2.5201  2.0050
H  -2.0800  -2.5159  1.5609
H  -2.9779  -1.1134  1.5296
H  -2.5051  -2.6555  4.0167
H  -3.1537  -1.0038  3.9011

Löwdin atomic charge list, values in e, 4 entries:
1. V 1.1228
2. C -0.0243
3. O -0.1985
4. C -0.2365

Computed, not measured: C13H28NO4P in the gas phase, with ωB97M-V/def2-TZVPD.

Energy above the lowest of the compared OMol25 structures with the same formula, charge and spin: 0.00 kJ/mol
SMILES: CCCCOP(=O)(CN1CCOCC1)OCCCC
Highest occupied orbital energy: -9.021 eV
Energy: -32906.348 eV
Kohn-Sham gap: 9.92 eV
Spin multiplicity: 1
LUMO: 0.90 eV

Element x y z (Å)
C  0.4995  -4.7507  3.9495
C  -0.1953  -4.3988  2.6389
C  0.3040  -3.0919  2.0243
C  -0.0884  -1.8632  2.8345
O  0.3954  -0.6661  2.2337
P  -0.3698  -0.1125  0.9416
O  -1.7962  -0.4564  0.8700
C  0.1160  1.6590  0.9886
N  -0.1858  2.2011  -0.3183
C  -1.6038  2.4910  -0.4689
C  -1.8715  2.9374  -1.9048
O  -1.1055  4.0715  -2.2428
C  0.2661  3.8118  -2.0726
C  0.5844  3.3940  -0.6359
O  0.4942  -0.7146  -0.2697
C  -0.0952  -0.7876  -1.5628
C  0.6599  -1.8199  -2.3916
C  2.1439  -1.4821  -2.5457
C  2.3892  -0.2159  -3.3578
H  0.1731  -5.7283  4.2965
H  1.5781  -4.7788  3.8125
H  0.2686  -4.0233  4.7229
H  -0.0212  -5.2034  1.9213
H  -1.2723  -4.3286  2.8032
H  -0.1265  -2.9705  1.0278
H  1.3908  -3.1154  1.9204
H  0.3522  -1.8805  3.8341
H  -1.1794  -1.8071  2.9124
H  1.1933  1.6820  1.1566
H  -0.3819  2.1918  1.8116
H  -2.1728  1.5897  -0.2452
H  -1.9157  3.2932  0.2231
H  -2.9159  3.2258  -2.0302
H  -1.6362  2.1105  -2.5921
H  0.7883  4.7347  -2.3312
H  0.5820  3.0096  -2.7577
H  1.6489  3.1649  -0.5499
H  0.3410  4.2266  0.0466
H  -1.1492  -1.0679  -1.4597
H  -0.0457  0.2003  -2.0276
H  0.1863  -1.8828  -3.3735
H  0.5675  -2.7922  -1.9038
H  2.5779  -1.3669  -1.5518
H  2.6401  -2.3228  -3.0360
H  2.0083  0.6588  -2.8371
H  1.9022  -0.2828  -4.3288
H  3.4555  -0.0742  -3.5188

Löwdin atomic charge list, values in e, 4 entries:
1. C -0.1119
2. C -0.2575
3. C -0.1969
4. C -0.2307